(1)
Here is a molecular structure, C39H110BrNO20Si2 in a non-equilibrium geometry from OMol25. Energies are from ωB97M-V/def2-TZVPD.

## Properties
**LUMO level**: 0.1 eV
**DFT total energy**: -6264.46964 a.u.
**Molar mass**: 1049.4 Da

Structure (ORCA input):
```
! wB97M-V def2-TZVPD RIJCOSX def2/J DEFGRID3
* xyz 0 1
C -6.10740 5.28349 1.72356
H -6.76612 -3.92596 -0.65513
H -5.51111 -2.06023 1.24318
C -6.90506 3.77533 -4.26474
C -5.34538 -0.21762 2.36019
H -4.78971 2.31240 -1.47240
O 0.26855 2.50584 1.25743
H 9.39167 -8.89457 0.76388
O 1.06464 5.42906 3.90790
H 4.84680 -2.86984 2.67274
O 8.65572 -6.69065 2.12865
H 8.45804 -4.86770 -2.18371
H -4.02245 4.53047 -0.61316
H -1.88149 3.07273 0.53279
O 4.04669 -7.09276 0.82738
H -5.71751 2.40367 6.51169
C -7.37353 -5.80799 0.20372
C 3.21104 1.81756 -4.42612
H -7.07858 1.84655 -5.22689
H 6.14245 -5.81773 -1.94048
C 4.62333 -0.33399 1.37430
H -5.62394 0.42830 1.52071
O -7.16075 -3.65167 1.31533
O -4.40030 0.46763 3.17503
H 0.17441 4.21322 6.13955
H -7.04794 -4.12334 2.14606
H -2.72919 3.72649 -1.52013
H -4.50177 -2.17189 2.69600
H -6.93836 4.63893 2.02222
H 1.24125 3.83671 0.07205
H -5.57372 -4.64072 0.44220
H -6.62890 -0.71979 -6.73912
O -0.26903 -0.37243 -2.95709
O 3.79595 1.65373 2.33353
H 6.07391 -4.09526 -2.34806
C -6.64431 -4.47917 0.27488
H -5.54063 4.78138 0.93865
H 5.78656 -3.70461 -0.09643
C -4.78238 -1.53260 1.85734
O -5.95297 4.55115 -3.54474
C 4.63728 1.19257 1.27396
C -2.66405 -0.39706 -3.57888
H -6.66863 5.68913 4.21445
H -0.52898 2.58342 3.11283
H 3.84269 -0.30193 -7.08587
C 2.64905 -6.82835 0.87320
H 5.64697 1.52213 1.51378
H -7.10454 -2.35448 -6.29958
O 3.18739 -0.32804 -2.53031
C 6.41752 -3.49936 -8.72402
H 8.74543 -9.35911 2.33159
C -6.25436 -1.73300 -6.59026
H 7.07982 -3.36995 -7.86772
H -4.76551 2.32210 0.30034
H -6.98202 -6.42815 -0.60376
H -4.68282 8.34996 7.30785
H 9.45258 -6.60914 1.59660
H -0.69149 5.62106 6.78403
H 4.46888 -6.33558 0.40271
H 4.47484 -5.14267 2.67589
C 6.37657 -4.81638 -1.58112
H -4.44331 10.09019 7.07900
H -5.47232 2.58601 -5.36813
H -4.53189 2.68427 5.22323
O 4.55942 -3.25598 3.50659
H -3.95450 5.46303 5.98364
H 6.79880 -5.77097 3.36199
H -3.47529 1.51655 -0.58257
H 4.71492 0.28275 -4.74063
H 2.31593 0.39236 -6.59535
H -6.44708 -1.81555 -4.03419
C 4.03149 0.89367 -5.32209
C -1.26856 -0.96698 -3.68346
H 6.81353 -4.27037 2.43014
H 6.91054 -3.04820 -9.58819
O 5.59420 -4.59760 -0.40828
C 4.97199 -4.62337 3.50104
H -7.25538 4.33913 -5.13611
H -2.80963 8.79009 5.69475
Si 2.30973 1.66300 -0.30659
C 0.34746 2.16767 2.62740
C -5.09595 3.15774 6.02605
H 4.59848 -3.27155 -7.58866
H 0.24722 0.81473 -4.57487
O -5.71328 -1.24529 -4.28147
C 7.86122 -4.69061 -1.28744
C -2.66164 8.89663 6.77548
H 8.15589 -5.40899 -0.52276
H -3.31129 -1.24859 -3.44339
C 0.73389 0.12169 -3.89613
H -6.23295 -0.38866 2.96743
H 0.08697 6.98637 4.83723
H 6.29434 -4.56609 -8.91456
H -8.43899 -5.64724 0.03824
H -4.40264 6.25102 2.61402
H 4.62908 1.53158 -5.96524
H -4.80754 -2.76116 -5.35160
H 0.99973 -6.44782 -0.47855
H 4.41357 -2.96205 -9.32097
O 5.23069 -1.44001 -8.19131
C -3.98576 9.17707 7.46278
C -5.18621 -1.74663 -5.51214
O -2.50052 3.81225 0.52286
C -3.34649 3.67673 -0.61607
H 1.46858 6.30138 5.70467
H 4.95902 -0.79608 -0.57079
H 3.89183 2.47722 -3.89695
H 5.11597 -0.56746 2.31310
H -1.96196 9.71356 6.94573
H 3.60685 -0.69062 1.48423
H 2.18207 -7.67950 1.36747
Si 2.22450 0.91901 -3.07927
H 2.99418 -0.97829 -5.73144
H -7.26870 -6.35618 1.14269
C 0.59419 6.05378 5.10462
C 5.07950 -2.83406 -8.46186
N 5.34409 -1.04628 0.32810
H -4.35006 -1.11184 -5.79313
H -2.64470 6.97510 7.12711
H -3.62134 0.62920 2.63546
H 2.15021 3.41564 1.49393
C 7.79381 -7.62586 1.47763
H 7.81563 -9.70043 0.86042
H 6.33508 -0.85441 0.34962
H 2.55605 -5.79451 -1.01905
H 0.33057 1.09392 2.79594
O -3.35330 4.80750 6.35955
C 3.23683 -0.04217 -6.22342
H -4.72102 4.30728 7.82083
H 2.47070 -5.93579 1.48404
C 1.49726 3.00796 0.73119
H -7.74584 3.62903 -3.58887
H 4.10133 -0.04078 -2.62423
H 7.51730 -7.23308 0.49397
H 6.88751 -7.70955 2.07409
H 4.77065 1.27942 -0.85749
H 2.25178 -7.52461 -1.12678
C -6.32770 2.43999 -4.70317
H -5.19843 4.70614 -4.12023
H -5.74793 3.90731 5.56974
C -5.21939 5.59600 2.91140
H 5.64382 -1.03470 -8.96005
C 2.07379 -6.63691 -0.51833
H 4.25124 2.34133 2.82073
H -5.97152 1.87137 -3.84409
H 1.20699 2.59543 3.13039
H 4.47367 2.79924 -0.07799
O -2.04762 7.71670 7.28255
H 1.11764 -0.73671 -4.43540
H -3.87875 -1.36198 1.26477
H 1.86481 0.33375 0.14814
H -3.83900 9.28247 8.53808
H -6.53669 6.20000 1.31760
H -2.76656 0.32466 -2.78324
C -4.16095 3.82382 7.01321
Br 2.04361 2.96337 -5.49029
H -3.48729 3.09245 7.45614
O -1.05275 -1.95820 -4.39793
H 8.09783 -3.69485 -0.90500
C 6.47668 -4.73340 3.36102
C -0.33902 5.14013 5.87429
H 0.29281 5.22600 3.36982
H -2.89412 0.01832 -4.55091
H 6.97239 -4.21135 4.18112
C -4.14402 2.38221 -0.59505
O 1.83018 1.96949 -1.88592
H -1.20405 4.86856 5.27104
H -5.86191 -2.10519 -7.53755
C 8.47135 -8.97767 1.34785
H -4.78820 4.67743 3.32218
O -5.95133 6.26955 3.94274
H 4.63950 -5.06829 4.43783
C 4.18497 1.74900 -0.07176
*
```

***

(2)
Here is 3 unconnected molecules or ions with the total composition C3H3Cl9 in a non-equilibrium geometry from OMol25. Energies are from ωB97M-V/def2-TZVPD.

## Properties
**LUMO level (spin up / spin down)**: 2.6 / 2.6 eV
**Energy above the lowest of the compared OMol25 structures with the same formula, charge and spin**: 32.1 kJ/mol
**DFT total energy**: -4257.79349 a.u.
**Molar mass**: 358.1 Da

Structure (ORCA input):
```
! wB97M-V def2-TZVPD RIJCOSX def2/J DEFGRID3
* xyz -1 2
Cl -0.07653 1.80689 -3.60488
Cl -3.21045 -0.11226 3.46942
Cl 0.40279 1.18565 2.68201
H -1.54590 -1.74435 2.54288
H 2.06074 1.27903 -4.50878
Cl -3.52191 -2.81898 2.44416
Cl 2.38192 1.22567 -2.21297
Cl 0.63089 -0.99705 0.64583
C -2.55277 -1.39192 2.31903
Cl -2.64641 -0.77523 0.63013
Cl 3.01064 0.54523 1.52308
C 1.47237 0.90427 -3.67123
C 1.27279 0.52320 1.21046
Cl 1.19043 -0.85905 -3.86100
H 1.13140 1.22889 0.39186
*
```